Below is 3 unconnected molecules or ions with the total composition C11H24Cl2O5Si, with properties calculated with ωB97M-V/def2-TZVPD.

Structure (XYZ):
```
43
Properties=species:S:1:pos:R:3:forces:R:3
C 1.805 1.619 -4.360 -0.093 0.114 0.171
C 1.767 1.301 -2.877 0.090 0.377 0.092
Cl 1.090 -0.338 -2.599 -0.013 -0.301 -0.195
C 3.092 1.464 -2.118 -0.218 0.015 -0.056
Cl 4.528 1.041 -3.101 0.134 -0.043 -0.054
Si 3.234 3.198 -1.363 0.050 0.083 -0.263
O 2.586 3.149 0.137 -0.022 0.044 0.217
H 2.537 1.011 -4.881 -0.003 -0.073 -0.062
H 2.061 2.673 -4.489 0.098 -0.020 -0.009
H 0.817 1.464 -4.791 0.011 -0.052 -0.012
H 1.037 1.967 -2.411 -0.035 -0.141 0.119
H 3.097 0.765 -1.283 0.001 0.015 0.015
H 4.634 3.636 -1.250 0.006 -0.057 0.045
H 2.483 4.113 -2.259 0.043 0.022 -0.013
H 1.698 2.760 0.197 -0.155 -0.076 -0.091
O -2.120 -1.645 0.385 -0.040 0.217 0.093
C -1.559 -2.694 0.239 0.111 -0.153 0.097
O -2.274 -3.828 0.420 -0.017 0.069 -0.091
C -1.748 -5.125 0.126 0.030 -0.131 -0.010
C -0.953 -5.699 1.279 -0.009 0.087 0.044
C -0.080 -2.784 -0.056 -0.029 -0.049 -0.210
H -1.170 -5.103 -0.799 0.002 0.010 0.005
H -2.631 -5.733 -0.064 -0.013 -0.001 0.006
H -0.069 -5.100 1.496 0.022 -0.015 -0.026
H -0.629 -6.713 1.045 -0.008 -0.011 -0.008
H -1.568 -5.730 2.178 -0.007 -0.022 0.002
H 0.452 -2.707 0.893 0.027 -0.003 0.012
H 0.206 -1.941 -0.680 -0.083 0.063 0.140
H 0.230 -3.699 -0.553 -0.002 -0.017 0.074
O 0.002 1.934 -0.015 0.464 0.285 -0.165
C -0.594 1.868 1.033 -0.327 -0.195 0.142
O -1.924 1.827 0.983 0.048 0.016 -0.038
C -2.738 1.543 2.126 -0.134 -0.051 0.152
C -3.031 2.784 2.942 0.077 0.057 -0.082
C 0.123 1.873 2.360 -0.012 -0.141 -0.025
H -2.289 0.750 2.724 0.015 -0.002 -0.036
H -3.654 1.138 1.701 0.010 -0.018 -0.018
H -2.123 3.213 3.366 0.001 -0.022 0.032
H -3.708 2.541 3.761 -0.014 -0.013 0.001
H -3.500 3.542 2.316 -0.026 0.004 0.008
H 0.303 2.910 2.643 0.002 0.026 0.027
H 1.085 1.385 2.225 0.041 0.045 -0.019
H -0.417 1.378 3.162 -0.022 0.054 -0.010
```
Positions in Å, forces in eV/Å.

Calculated values
F_max (Eh/bohr): 0.011
Total charge: 0
2S+1: 1
Highest occupied orbital energy (eV): -9.7